Arrangement i

{"formula": "C4H8O3", "method": "ωB97M-V with the def2-TZVPD basis set", "lumo_ev": [0.4867, 0.4870], "homo_energy_ev": [-9.24, -9.24], "symbols": ["C", "C", "C", "C", "O", "O", "O", "H", "H", "H", "H", "H", "H", "H", "H"], "positions_angstrom": [[-0.0635, -0.3132, 1.2053], [0.0049, 1.1329, -0.2287], [-0.4682, 0.3751, -1.2919], [0.3129, -0.6648, -1.8398], [0.6827, 0.3297, 2.1871], [0.4088, -1.3678, 0.6914], [-1.3934, -0.3393, 1.5682], [1.5484, -0.0980, 2.2060], [0.3775, -1.2548, -0.6736], [-1.5553, 0.3834, 2.1880], [-0.6218, 1.9072, 0.1948], [1.0690, 1.3347, -0.1830], [-1.5440, 0.3232, -1.4331], [-0.1322, -1.2808, -2.6140], [1.3743, -0.4676, -1.9767]]}

---

Arrangement ii

{"formula": "C4H8O3", "method": "ωB97M-V with the def2-TZVPD basis set", "lumo_ev": 0.6459, "homo_energy_ev": -8.91, "symbols": ["C", "O", "C", "O", "C", "C", "O", "H", "H", "H", "H", "H", "H", "H", "H"], "positions_angstrom": [[2.4350, -0.9831, 1.2001], [1.1444, -1.2196, 0.6414], [0.3083, -0.1692, 0.6663], [0.5957, 0.9029, 1.1469], [-0.9812, -0.4909, -0.0323], [-1.2672, 1.6196, -1.8226], [-2.5756, 1.6812, -1.7022], [2.3544, -0.7104, 2.2551], [2.9783, -1.9212, 1.0878], [2.9451, -0.1786, 0.6640], [-1.1812, -1.5612, -0.0614], [-1.8079, 0.0509, 0.4331], [-0.9035, 2.1188, -0.8943], [-0.8739, -0.1543, -1.0780], [-2.9621, 1.2223, -2.4643]]}

---

Arrangement iii

{"formula": "C4H8O3", "method": "ωB97M-V with the def2-TZVPD basis set", "lumo_ev": 0.6523, "smiles": "CC(C=O)C=O.O", "homo_energy_ev": -10.09, "symbols": ["C", "C", "C", "O", "C", "O", "H", "H", "H", "H", "H", "H", "O", "H", "H"], "positions_angstrom": [[-0.9294, 1.2686, -1.0995], [-0.3012, 0.4602, 0.0420], [-0.4694, -0.9784, -0.4128], [0.3543, -1.5921, -1.0500], [1.1602, 0.7901, 0.2333], [1.7322, 0.7312, 1.2969], [-1.8342, 0.7583, -1.4407], [-1.2012, 2.2889, -0.8223], [-0.2272, 1.3047, -1.9381], [-0.8244, 0.5957, 0.9935], [-1.4747, -1.3954, -0.2056], [1.7167, 1.0930, -0.6726], [0.4216, -1.8025, 1.8905], [0.7613, -2.3912, 1.2046], [1.1154, -1.1310, 1.9808]]}

---

Quick one: most stable of them? arrangement iii

---

Arrangement i

{"formula": "C4H8O3", "method": "ωB97M-V with the def2-TZVPD basis set", "lumo_ev": 0.7764, "smiles": "COC(=O)[C@@H](C)O", "homo_energy_ev": -10.04, "symbols": ["C", "O", "C", "O", "C", "C", "O", "H", "H", "H", "H", "H", "H", "H", "H"], "positions_angstrom": [[-1.2000, 1.5917, -1.3804], [-0.3768, 0.4710, -1.1029], [0.5923, 0.7164, -0.0275], [1.1566, 1.7542, 0.1221], [0.2624, -0.4597, 0.8475], [0.6082, -1.8406, 0.3250], [0.5452, -0.2964, 2.2152], [-1.8337, 1.8622, -0.5184], [-1.8509, 1.3598, -2.2295], [-0.5396, 2.4201, -1.6177], [-0.7795, -0.2635, 0.3469], [0.4222, -1.8845, -0.7490], [-0.0427, -2.5651, 0.8259], [1.6494, -2.1260, 0.5161], [1.3868, -0.7394, 2.4267]]}

---

Arrangement ii

{"formula": "C4H8O3", "method": "ωB97M-V with the def2-TZVPD basis set", "lumo_ev": 0.3749, "homo_energy_ev": -10.20, "symbols": ["C", "O", "C", "O", "C", "C", "O", "H", "H", "H", "H", "H", "H", "H", "H"], "positions_angstrom": [[-0.9952, -1.1934, -1.6530], [-1.7083, -0.9500, -0.6049], [-0.4723, 0.3457, -0.5014], [-0.8040, 1.4165, -0.9224], [0.0760, 0.0214, 0.8943], [1.5157, 0.5195, 0.9955], [-0.7662, 0.6534, 1.8187], [-1.1622, -0.6071, -2.5710], [-0.5738, -2.1994, -1.8137], [0.1960, -0.4368, -1.3090], [0.0137, -1.0506, 1.0822], [2.1969, -0.0879, 0.3894], [1.8290, 0.4590, 2.0414], [1.5911, 1.5618, 0.6673], [-0.9364, 1.5477, 1.4866]]}

---

Arrangement iii

{"formula": "C4H8O3", "method": "ωB97M-V with the def2-TZVPD basis set", "lumo_ev": 1.0319, "homo_energy_ev": -8.85, "symbols": ["C", "C", "C", "C", "O", "O", "O", "H", "H", "H", "H", "H", "H", "H", "H"], "positions_angstrom": [[1.3573, -0.3144, 2.3570], [-0.2893, 0.7829, -2.0962], [-0.6328, -0.0615, -0.9278], [-1.8299, -0.4469, -0.5060], [0.8427, 0.3809, 0.2062], [0.6269, -0.9066, -0.3921], [0.4281, 0.4222, 1.5808], [1.3363, -1.3637, 2.0577], [2.3689, 0.0876, 2.2986], [0.9942, -0.1916, 3.3779], [0.0765, 1.7598, -1.7615], [0.4956, 0.3211, -2.6979], [-1.1660, 0.9694, -2.6942], [-2.6633, -0.3952, -1.1851], [-1.9451, -1.0441, 0.3828]]}

---

Quick one: most stable of them? arrangement i

---

Arrangement i

{"formula": "C4H8O3", "method": "ωB97M-V with the def2-TZVPD basis set", "lumo_ev": 0.7904, "smiles": "OCC1(CO)CO1", "homo_energy_ev": -10.45, "symbols": ["O", "C", "C", "C", "O", "C", "O", "H", "H", "H", "H", "H", "H", "H", "H"], "positions_angstrom": [[-2.3797, -0.2252, -0.4886], [-1.4547, -0.4211, 0.5371], [-0.0355, 0.0507, -0.0208], [1.1158, -0.7229, 0.5548], [2.3737, -0.1943, 0.2265], [0.1446, 1.4114, -0.5403], [0.1533, 0.2920, -1.4398], [-1.6163, -0.2091, -1.0987], [-1.6620, 0.2029, 1.4109], [-1.4257, -1.4857, 0.8274], [1.0113, -0.6968, 1.6413], [1.0181, -1.7737, 0.2293], [2.4237, -0.1747, -0.7400], [1.0972, 1.9213, -0.3944], [-0.7248, 2.0533, -0.6803]]}

---

Arrangement ii

{"formula": "C4H8O3", "method": "ωB97M-V with the def2-TZVPD basis set", "lumo_ev": 0.8376, "homo_energy_ev": -10.16, "symbols": ["O", "C", "C", "C", "O", "C", "O", "H", "H", "H", "H", "H", "H", "H", "H"], "positions_angstrom": [[-0.4442, 1.1471, -0.6939], [-1.6711, 0.3701, -0.5842], [-1.0171, -0.8460, 0.0763], [0.3693, -0.2005, -0.1035], [0.9951, -0.3946, -1.2455], [1.2527, 0.0829, 1.0913], [2.4560, 0.6651, 0.6973], [0.2301, 0.6262, -1.5335], [-2.1179, 0.2140, -1.5670], [-2.3845, 0.8987, 0.0489], [-1.0775, -1.7908, -0.4706], [-1.3153, -0.9829, 1.1210], [0.7365, 0.7375, 1.8025], [1.4008, -0.8956, 1.5822], [2.5869, 0.3689, -0.2213]]}

---

Quick one: most stable of them? arrangement i

---

Arrangement i

{"formula": "C25H29N5O2", "method": "ωB97M-V with the def2-TZVPD basis set", "lumo_ev": 0.5065, "smiles": "CNC(=O)[C@H](Cc1c[nH]c2ccccc12)NC(C)=O.[H]/N=c1\\cc(C)n(C)c2ccccc12", "homo_energy_ev": -7.45, "symbols": ["C", "N", "C", "O", "C", "C", "C", "C", "N", "C", "C", "C", "C", "C", "C", "N", "C", "C", "O", "H", "H", "H", "H", "H", "H", "H", "H", "H", "H", "H", "H", "H", "H", "H", "H", "H", "H", "N", "C", "C", "C", "C", "N", "C", "C", "C", "C", "C", "C", "C", "H", "H", "H", "H", "H", "H", "H", "H", "H", "H", "H"], "positions_angstrom": [[4.4852, 0.9470, -1.8324], [3.4036, -0.0052, -1.5793], [3.5441, -1.2084, -1.0019], [4.6395, -1.6221, -0.6361], [2.2625, -2.0658, -0.8661], [1.3163, -1.5972, 0.2558], [1.0524, -0.1256, 0.2699], [1.5611, 0.7533, 1.1623], [1.1971, 2.0368, 0.8057], [0.4541, 2.0479, -0.3546], [-0.0984, 3.0777, -1.1273], [-0.8155, 2.7463, -2.2890], [-0.9610, 1.3987, -2.6657], [-0.3980, 0.3725, -1.8841], [0.3211, 0.6725, -0.7079], [2.4967, -3.5198, -0.7811], [3.1219, -4.1657, 0.2096], [3.4509, -5.6167, -0.0536], [3.3993, -3.6762, 1.2957], [5.3596, 0.7041, -1.2240], [4.7694, 0.9123, -2.8852], [4.1535, 1.9563, -1.5833], [2.4636, 0.2931, -1.7962], [1.7195, -1.8991, -1.7952], [1.7289, -1.8660, 1.2272], [0.3672, -2.1215, 0.1454], [2.1958, 0.4828, 1.9989], [1.4738, 2.8588, 1.3207], [0.0059, 4.1076, -0.8239], [-1.2751, 3.5254, -2.8817], [-1.5344, 1.1503, -3.5479], [-0.5420, -0.6580, -2.1694], [2.3048, -4.0589, -1.6075], [4.0089, -6.0062, 0.7972], [2.5303, -6.1828, -0.1786], [4.0649, -5.6879, -0.9492], [-2.9755, 4.7627, 0.6786], [-3.2753, 3.9393, 0.1668], [-2.9777, 2.7712, 0.6689], [-2.2640, 2.7301, 1.9207], [-1.9205, 1.5287, 2.4948], [-1.2019, 1.5686, 3.8216], [-2.2554, 0.3111, 1.8564], [-1.7755, -0.9775, 2.4154], [-3.0123, 0.3082, 0.6543], [-3.4297, -0.8929, 0.0429], [-4.1461, -0.8920, -1.1564], [-4.4723, 0.3156, -1.7691], [-4.0933, 1.5176, -1.1727], [-3.3714, 1.5209, 0.0339], [-2.0114, 3.6651, 2.4020], [-0.1833, 1.1869, 3.7092], [-1.7357, 0.9580, 4.5558], [-1.1408, 2.5888, 4.2118], [-1.3618, -1.6104, 1.6263], [-2.6023, -1.5067, 2.8999], [-0.9770, -0.8507, 3.1490], [-3.2111, -1.8563, 0.4838], [-4.4517, -1.8308, -1.6082], [-5.0261, 0.3264, -2.7025], [-4.3554, 2.4580, -1.6504]]}

---

Arrangement ii

{"formula": "C25H29N5O2", "method": "ωB97M-V with the def2-TZVPD basis set", "lumo_ev": 0.7242, "smiles": "O=C(C[C@H]1C(=O)NCCN1Cc1ccc(-c2ccccc2)cc1)NCCCn1ccnc1", "homo_energy_ev": -8.27, "symbols": ["O", "C", "C", "C", "C", "O", "N", "C", "C", "N", "C", "C", "C", "C", "C", "C", "C", "C", "C", "C", "C", "C", "C", "N", "C", "C", "C", "N", "C", "C", "N", "C", "H", "H", "H", "H", "H", "H", "H", "H", "H", "H", "H", "H", "H", "H", "H", "H", "H", "H", "H", "H", "H", "H", "H", "H", "H", "H", "H", "H", "H"], "positions_angstrom": [[-0.8088, -0.4249, -2.7390], [-1.7977, 0.0799, -2.2442], [-2.0273, 1.5864, -2.1871], [-1.8971, 2.1329, -0.7533], [-3.1278, 1.7864, 0.0821], [-4.1757, 1.3979, -0.4189], [-3.0135, 2.0104, 1.3990], [-1.7080, 2.1964, 1.9859], [-0.7318, 1.2908, 1.2226], [-0.6446, 1.6730, -0.1674], [0.4863, 2.5344, -0.4678], [1.7718, 1.7705, -0.3018], [2.7936, 2.2362, 0.5130], [3.9668, 1.5174, 0.6519], [4.1388, 0.3069, -0.0127], [5.3816, -0.4640, 0.1408], [6.6197, 0.1743, 0.1462], [7.7867, -0.5529, 0.2889], [7.7368, -1.9291, 0.4339], [6.5114, -2.5742, 0.4321], [5.3439, -1.8491, 0.2843], [3.1058, -0.1587, -0.8253], [1.9391, 0.5638, -0.9730], [-2.8083, -0.6365, -1.7223], [-2.8164, -2.0818, -1.7165], [-4.2306, -2.6149, -1.4714], [-4.4494, -3.1142, -0.0367], [-4.0768, -2.1551, 0.9694], [-2.9848, -2.2364, 1.7868], [-3.0358, -1.1446, 2.6014], [-4.1312, -0.3970, 2.2993], [-4.7292, -1.0249, 1.3220], [-3.0256, 1.8178, -2.5610], [-1.2836, 2.0564, -2.8301], [-1.9132, 3.2390, -0.8063], [-3.7436, 1.5847, 1.9680], [-1.3982, 3.2439, 1.8855], [-1.7490, 1.9439, 3.0447], [-1.1071, 0.2613, 1.2803], [0.2662, 1.3196, 1.6606], [0.3997, 2.8454, -1.5120], [0.4981, 3.4448, 0.1585], [2.6745, 3.1713, 1.0442], [4.7475, 1.8868, 1.3014], [6.6659, 1.2459, 0.0164], [8.7404, -0.0446, 0.2847], [8.6490, -2.4965, 0.5472], [6.4663, -3.6477, 0.5480], [4.3896, -2.3554, 0.2982], [3.2308, -1.0856, -1.3655], [1.1458, 0.1978, -1.6071], [-3.5801, -0.1373, -1.2948], [-2.1241, -2.4565, -0.9509], [-2.4305, -2.4137, -2.6859], [-4.4395, -3.4496, -2.1414], [-4.9478, -1.8234, -1.6955], [-3.8511, -4.0141, 0.1299], [-5.5052, -3.3744, 0.0947], [-2.2866, -3.0463, 1.7304], [-2.3654, -0.8559, 3.3863], [-5.6277, -0.6877, 0.8465]]}

---

Quick one: most stable of them? arrangement ii

---

Arrangement i

{"formula": "C5H14O2", "method": "ωB97M-V with the def2-TZVPD basis set", "lumo_ev": 0.5333, "smiles": "C=CCCC.O.O", "homo_energy_ev": -9.56, "symbols": ["C", "C", "C", "C", "C", "H", "H", "H", "H", "H", "H", "H", "H", "H", "H", "O", "H", "H", "O", "H", "H"], "positions_angstrom": [[-2.8228, -3.1137, -1.3006], [-1.4931, -3.0873, -1.1990], [-0.5126, -1.9668, -1.1513], [-1.0926, -0.6346, -0.7031], [-0.1782, 0.5164, -1.0990], [-3.4572, -2.2342, -1.2821], [-3.4129, -4.0086, -1.2196], [-1.1265, -4.1132, -1.1579], [-0.0289, -1.9568, -2.1350], [0.3131, -2.3133, -0.5144], [-2.0131, -0.5212, -1.2888], [-1.3651, -0.6885, 0.3488], [-0.4622, 1.5514, -0.9199], [-0.0878, 0.4600, -2.1873], [0.8188, 0.3073, -0.6985], [1.9714, 3.7057, 3.7652], [1.0297, 3.5210, 3.8834], [2.3668, 3.4623, 4.5971], [4.1344, 3.5804, 1.1933], [3.3839, 3.0867, 1.5383], [4.0348, 4.4469, 1.5303]]}

---

Arrangement ii

{"formula": "C5H14O2", "method": "ωB97M-V with the def2-TZVPD basis set", "lumo_ev": 0.6870, "smiles": "C=C(C)CC.O.O", "homo_energy_ev": -9.37, "symbols": ["C", "C", "C", "C", "C", "H", "H", "H", "H", "H", "H", "H", "H", "H", "H", "O", "H", "H", "O", "H", "H"], "positions_angstrom": [[1.8182, -0.0466, -0.5837], [1.1910, 0.4014, 0.5304], [1.1774, 1.8141, 1.1239], [0.5637, -0.6256, 1.5200], [0.3535, -2.1004, 0.7497], [2.0672, 0.6393, -1.3751], [2.0978, -1.0556, -0.6522], [0.2046, 1.9364, 1.7301], [2.0519, 2.0627, 1.7919], [1.0917, 2.4528, 0.3700], [-0.3133, -0.2366, 1.9112], [1.2766, -0.7069, 2.4388], [-0.7558, -2.2264, 0.7103], [0.7487, -2.3449, -0.1444], [0.7152, -2.8135, 1.5097], [-3.4010, -0.5416, -1.0329], [-2.5401, -0.3387, -0.8828], [-3.6959, 0.0949, -1.7101], [-0.7345, 1.1010, -1.7103], [-0.3701, 0.2824, -1.2917], [-0.1167, 1.1216, -2.5016]]}

---

Arrangement iii

{"formula": "C5H14O2", "method": "ωB97M-V with the def2-TZVPD basis set", "lumo_ev": 0.7530, "smiles": "CCCCCO.O", "homo_energy_ev": -10.41, "symbols": ["C", "C", "C", "C", "C", "O", "H", "H", "H", "H", "H", "H", "H", "H", "H", "H", "H", "H", "O", "H", "H"], "positions_angstrom": [[-1.8290, -1.4262, -0.9277], [-1.9887, -0.0969, -0.1737], [-1.1387, -0.1221, 1.0959], [0.3079, 0.3060, 0.7631], [0.5837, 1.0115, -0.5534], [2.0062, 1.2346, -0.6968], [-2.5154, -1.6190, -1.7542], [-0.7952, -1.5061, -1.2720], [-2.0911, -2.2518, -0.2925], [-1.8018, 0.7365, -0.8461], [-3.0595, -0.0721, 0.0642], [-1.4788, 0.5989, 1.8351], [-1.1778, -1.1437, 1.4545], [0.7308, 0.9761, 1.5208], [1.0039, -0.5326, 0.7069], [0.2802, 0.4098, -1.4028], [0.1553, 2.0060, -0.5887], [2.1028, 1.9873, -1.2885], [3.4736, -0.4781, 0.9216], [4.1936, -0.3608, 0.2990], [3.0379, 0.3429, 1.1353]]}

---

Quick one: most stable of them? arrangement iii